Here is a structure of composition C18H27CeN2O5P2S at a distorted geometry from OMol25. Energies are from ωB97M-V/def2-TZVPD.

Element x y z (Å)
1 Ce 0.128 0.136 -0.529
2 P 2.172 -0.885 -0.264
3 C 2.477 -1.350 -2.073
4 C 1.177 -1.652 -2.808
5 N 0.047 -1.093 -2.300
6 C -1.131 -1.312 -2.941
7 C -1.219 -2.090 -4.098
8 C -0.050 -2.653 -4.617
9 C 1.168 -2.433 -3.968
10 C -2.372 -0.703 -2.301
11 P -1.949 0.799 -1.230
12 H 2.083 -2.853 -4.357
13 H -2.170 -2.257 -4.583
14 H -0.086 -3.255 -5.513
15 H -3.103 -0.422 -3.059
16 H -2.831 -1.463 -1.668
17 H 2.940 -0.524 -2.554
18 H 3.166 -2.191 -2.128
19 H 1.893 3.952 -2.926
20 O 2.733 3.824 -3.524
21 H 2.487 4.159 -4.431
22 H -1.422 5.002 -0.874
23 O -1.037 5.805 -1.354
24 H -1.486 6.605 -0.947
25 C -2.170 2.190 -2.480
26 H -3.153 2.135 -2.947
27 H -2.075 3.157 -1.985
28 H -1.411 2.117 -3.259
29 C -3.511 0.964 -0.192
30 H -3.469 1.877 0.403
31 H -4.393 1.003 -0.830
32 H -3.606 0.112 0.482
33 C 2.240 -2.568 0.574
34 H 3.162 -3.088 0.314
35 H 2.199 -2.448 1.656
36 H 1.394 -3.177 0.256
37 C 3.827 -0.115 0.192
38 H 3.854 0.116 1.256
39 H 4.643 -0.799 -0.041
40 H 3.976 0.806 -0.373
41 O 1.457 2.416 3.501
42 S 1.496 0.924 3.860
43 O 2.924 0.384 3.701
44 N 0.888 0.338 2.322
45 C -0.132 -0.442 2.421
46 O -0.702 -0.960 1.304
47 C -0.593 -0.643 3.802
48 C -1.683 -1.388 4.256
49 C -1.950 -1.413 5.637
50 C -1.132 -0.703 6.538
51 C -0.041 0.041 6.065
52 C 0.202 0.053 4.693
53 H -2.314 -1.927 3.564
54 H -2.791 -1.978 6.015
55 H -1.342 -0.724 7.600
56 H 0.592 0.594 6.744

gap between HOMO and LUMO (spin up / spin down)	5.59 / 5.59	eV
energy above the lowest of the compared OMol25 structures with the same formula, charge and spin	137.73	kcal per mole
total charge	+3

Atomic partial charges in e from the Löwdin method, atoms 1 to 8: 1.0356, 0.8308, -0.1659, -0.2407, -0.1214, -0.2486, 0.0620, 0.0659



Here is the ion C7H15N with charge -1 at a distorted geometry from OMol25. Energies are from ωB97M-V/def2-TZVPD.

Element x y z (Å)
1 C -1.038 -1.892 -1.026
2 C -1.977 -1.007 -0.160
3 C -1.401 0.436 -0.217
4 C -0.247 0.461 0.835
5 C 0.752 1.501 0.560
6 C 2.042 1.256 0.253
7 C 3.086 2.387 0.282
8 N -0.879 -3.289 -0.517
9 H -1.471 -1.932 -2.029
10 H -0.023 -1.485 -1.017
11 H -2.097 -1.363 0.852
12 H -2.967 -0.949 -0.643
13 H -2.069 1.240 0.093
14 H -1.211 0.770 -1.231
15 H 0.249 -0.514 0.876
16 H -0.709 0.604 1.842
17 H 0.592 2.577 0.700
18 H 2.485 0.308 -0.052
19 H 3.908 2.127 -0.374
20 H 2.501 3.279 0.017
21 H 3.320 2.526 1.338
22 H -1.144 -3.245 0.469
23 H -1.702 -3.796 -0.853

gap between HOMO and LUMO (spin up / spin down)	2.09 / 9.26	eV
2S+1	2
energy above the lowest of the compared OMol25 structures with the same formula, charge and spin	25.45	kcal per mole
total charge	-1

Atomic partial charges in e from the Löwdin method, atoms 1 to 8: -0.3383, -0.3758, -0.2662, -0.3202, -0.1844, -0.1887, -0.1387, -0.0630



Here is the ion C5H16NSi with charge +1 at a distorted geometry from OMol25. Energies are from ωB97M-V/def2-TZVPD.

Element x y z (Å)
1 C -3.061 -0.294 -0.393
2 C 1.550 1.894 0.445
3 C -2.014 -1.067 0.416
4 C -0.033 0.139 -0.898
5 C 1.596 0.620 -0.534
6 N -0.636 -0.412 0.324
7 Si 2.693 -0.811 0.204
8 H -4.076 -0.611 -0.215
9 H -2.950 0.857 -0.138
10 H -2.892 -0.575 -1.530
11 H 1.101 1.411 1.331
12 H 0.970 2.642 0.047
13 H 2.413 2.350 0.736
14 H -1.936 -2.164 0.158
15 H -2.271 -1.038 1.579
16 H 0.089 -0.667 -1.649
17 H -0.451 0.999 -1.215
18 H 1.830 1.000 -1.535
19 H -0.519 0.328 1.090
20 H -0.074 -1.230 0.518
21 H 2.458 -0.893 1.679
22 H 4.056 -0.462 0.023
23 H 2.155 -2.018 -0.441

gap between HOMO and LUMO (spin up / spin down)	4.70 / 6.21	eV
2S+1	3
energy above the lowest of the compared OMol25 structures with the same formula, charge and spin	125.97	kcal per mole
total charge	+1

Atomic partial charges in e from the Löwdin method, atoms 1 to 8: -0.1068, -0.0444, -0.2214, -0.0949, -0.2935, -0.0650, 0.7039, 0.0628



Here is a structure of composition C23H20BrCeClP at a distorted geometry from OMol25. Energies are from ωB97M-V/def2-TZVPD.

Element x y z (Å)
1 C -0.968 3.952 1.352
2 C -1.371 3.164 0.187
3 C -2.376 2.197 0.627
4 H -0.934 3.242 -0.813
5 C -2.592 2.396 2.058
6 C -1.726 3.478 2.501
7 H -1.605 3.821 3.532
8 H -0.132 4.649 1.388
9 H -2.860 1.424 0.013
10 H -3.200 1.759 2.706
11 Ce -0.228 1.792 1.816
12 Cl -0.595 0.107 3.552
13 P 0.199 -0.180 0.152
14 C -1.286 -1.038 -0.261
15 C -1.458 -1.438 -1.579
16 H -0.757 -1.127 -2.345
17 C -2.542 -2.245 -1.920
18 H -2.675 -2.552 -2.954
19 C -3.447 -2.660 -0.944
20 H -4.290 -3.290 -1.214
21 C -3.261 -2.266 0.381
22 H -3.955 -2.593 1.151
23 C -2.188 -1.456 0.728
24 H -2.038 -1.156 1.763
25 C 0.903 0.590 -1.284
26 C 0.144 1.384 -2.152
27 H -0.910 1.566 -1.955
28 C 0.740 1.932 -3.281
29 H 0.146 2.538 -3.960
30 C 2.091 1.701 -3.544
31 H 2.556 2.131 -4.426
32 C 2.841 0.919 -2.667
33 H 3.894 0.739 -2.862
34 C 2.255 0.363 -1.541
35 H 2.839 -0.241 -0.854
36 C 1.347 -1.301 0.857
37 C 1.315 -2.566 0.294
38 H 0.564 -2.816 -0.446
39 C 2.244 -3.520 0.692
40 H 2.211 -4.512 0.247
41 C 3.203 -3.212 1.653
42 H 3.926 -3.961 1.963
43 C 3.227 -1.937 2.221
44 H 3.969 -1.691 2.976
45 C 2.305 -0.979 1.832
46 H 2.326 0.020 2.275
47 Br 2.147 2.875 2.086

gap between HOMO and LUMO	7.19	eV
energy above the lowest of the compared OMol25 structures with the same formula, charge and spin	20.64	kcal per mole
total charge	+1

Atomic partial charges in e from the Löwdin method, atoms 1 to 8: -0.2128, -0.1521, -0.1284, 0.1166, -0.1470, -0.1702, 0.1496, 0.1110



Here is a structure of composition C52H73MgN11O4PTe at a distorted geometry from OMol25. Energies are from ωB97M-V/def2-TZVPD.

Element x y z (Å)
1 Mg -2.137 0.554 -0.113
2 C -4.253 2.244 -4.506
3 N -3.323 2.625 -3.450
4 C -3.244 4.028 -3.076
5 C -2.711 1.709 -2.656
6 N -2.100 1.967 -1.551
7 N -2.743 0.412 -3.171
8 C -2.157 -0.743 -2.661
9 N -2.220 -1.797 -3.528
10 N -1.554 -0.768 -1.532
11 H -3.738 1.961 -5.429
12 H -4.884 3.098 -4.736
13 H -4.912 1.436 -4.187
14 H -3.499 4.635 -3.940
15 H -2.228 4.287 -2.780
16 H -3.930 4.275 -2.260
17 H -2.128 2.934 -1.259
18 H -3.118 0.323 -4.097
19 H -2.901 -1.804 -4.268
20 H -2.009 -2.703 -3.138
21 H -1.141 -1.673 -1.331
22 N -2.139 3.374 1.419
23 N -3.349 3.233 2.132
24 C -4.144 2.187 1.928
25 N -5.227 2.027 2.689
26 N -3.771 1.370 0.926
27 N -4.504 0.297 0.580
28 O -5.505 -0.080 1.153
29 O -4.051 -0.269 -0.436
30 H -1.441 2.727 1.809
31 H -1.802 4.316 1.570
32 H -3.488 3.779 2.969
33 H -5.456 2.683 3.414
34 H -5.822 1.236 2.487
35 C 2.214 -2.505 4.857
36 C 1.381 -1.677 3.913
37 C 1.659 -0.349 3.653
38 C 0.876 0.433 2.791
39 C 1.175 1.878 2.648
40 O 0.288 2.711 2.491
41 C 2.596 2.366 2.708
42 C 3.686 1.595 2.303
43 C 4.969 2.119 2.350
44 C 5.176 3.415 2.801
45 C 4.094 4.198 3.183
46 C 2.813 3.675 3.132
47 C -0.251 -0.130 2.147
48 O -0.972 0.534 1.305
49 C -0.541 -1.484 2.432
50 C 0.258 -2.221 3.285
51 C -1.841 -2.056 1.945
52 N -2.966 -1.697 2.420
53 C -3.067 -0.815 3.564
54 C -4.089 -1.336 4.593
55 Te -5.236 -3.059 4.016
56 C -3.624 -4.420 3.987
57 C -3.788 -5.607 3.277
58 C -2.754 -6.528 3.199
59 C -1.546 -6.279 3.835
60 C -1.384 -5.105 4.556
61 C -2.416 -4.176 4.629
62 C -1.885 -3.113 0.893
63 C -3.083 -3.364 0.220
64 C -3.160 -4.375 -0.723
65 C -2.046 -5.166 -0.997
66 C -0.861 -4.939 -0.314
67 C -0.779 -3.911 0.618
68 H 3.035 -1.921 5.273
69 H 2.643 -3.371 4.346
70 H 1.612 -2.880 5.687
71 H 2.484 0.121 4.175
72 H 3.529 0.593 1.929
73 H 5.811 1.514 2.038
74 H 6.181 3.815 2.851
75 H 4.250 5.216 3.516
76 H 1.958 4.273 3.421
77 H -0.028 -3.244 3.508
78 H -3.353 0.181 3.208
79 H -2.106 -0.697 4.072
80 H -4.823 -0.576 4.858
81 H -3.577 -1.626 5.507
82 H -4.728 -5.812 2.777
83 H -2.894 -7.442 2.636
84 H -0.740 -6.999 3.775
85 H -0.453 -4.912 5.075
86 H -2.264 -3.268 5.199
87 H -3.949 -2.756 0.449
88 H -4.098 -4.563 -1.231
89 H -2.106 -5.960 -1.730
90 H 0.001 -5.568 -0.498
91 H 0.152 -3.739 1.139
92 C 2.118 -0.070 -6.062
93 C 1.367 -1.143 -5.278
94 C 1.662 -1.017 -3.770
95 C 1.927 0.446 -3.356
96 C 1.085 1.369 -4.245
97 C 1.581 1.325 -5.699
98 P 1.449 0.766 -1.593
99 C 2.657 -0.256 -0.606
100 C 4.153 -0.096 -0.986
101 C 4.809 -1.436 -1.311
102 C 4.689 -2.399 -0.129
103 C 3.246 -2.456 0.431
104 C 2.252 -1.726 -0.477
105 C 2.216 2.446 -1.183
106 C 3.186 3.152 -2.170
107 C 2.636 4.484 -2.683
108 C 2.353 5.454 -1.530
109 C 1.667 4.743 -0.341
110 C 1.081 3.402 -0.777
111 H 2.027 -0.240 -7.136
112 H 3.182 -0.138 -5.819
113 H 1.650 -2.137 -5.626
114 H 0.293 -1.034 -5.462
115 H 2.537 -1.621 -3.528
116 H 0.816 -1.418 -3.202
117 H 2.984 0.672 -3.517
118 H 1.106 2.395 -3.872
119 H 0.042 1.036 -4.186
120 H 2.365 2.072 -5.845
121 H 0.762 1.592 -6.372
122 H 2.503 0.168 0.393
123 H 4.697 0.356 -0.149
124 H 4.274 0.585 -1.830
125 H 5.862 -1.285 -1.556
126 H 4.340 -1.873 -2.197
127 H 5.373 -2.072 0.658
128 H 5.015 -3.394 -0.439
129 H 3.206 -1.989 1.419
130 H 2.940 -3.498 0.556
131 H 1.250 -1.773 -0.045
132 H 2.214 -2.222 -1.449
133 H 2.776 2.241 -0.265
134 H 3.442 2.518 -3.019
135 H 4.125 3.356 -1.647
136 H 1.721 4.313 -3.256
137 H 3.353 4.934 -3.372
138 H 1.728 6.271 -1.896
139 H 3.292 5.902 -1.198
140 H 0.892 5.381 0.092
141 H 2.395 4.550 0.451
142 H 0.395 3.547 -1.621
143 H 0.498 2.945 0.028

gap between HOMO and LUMO	6.28	eV
energy above the lowest of the compared OMol25 structures with the same formula, charge and spin	15.17	kcal per mole
total charge	+1

Atomic partial charges in e from the Löwdin method, atoms 1 to 8: 0.4842, -0.0367, -0.1386, -0.0301, -0.4015, 0.1290, 0.1666, -0.4796



Here is a cluster of 7 separate species, C12H39NO7 in total at a distorted geometry from OMol25. Energies are from ωB97M-V/def2-TZVPD.

Element x y z (Å)
1 C -3.400 0.216 -5.682
2 C -3.446 1.646 -5.154
3 O -3.562 1.657 -3.737
4 H -2.477 -0.300 -5.415
5 H -3.597 0.338 -6.747
6 H -4.216 -0.405 -5.313
7 H -4.312 2.140 -5.595
8 H -2.588 2.302 -5.298
9 H -2.746 1.341 -3.341
10 C 4.600 4.660 2.241
11 C 4.091 4.981 0.831
12 O 4.592 6.275 0.531
13 H 4.416 5.430 2.991
14 H 5.679 4.742 2.110
15 H 4.226 3.692 2.574
16 H 3.014 4.933 0.672
17 H 4.499 4.346 0.045
18 H 4.899 6.305 -0.378
19 C 4.872 -3.022 -4.113
20 C 4.772 -2.303 -2.767
21 O 3.931 -2.920 -1.842
22 H 3.893 -3.082 -4.588
23 H 5.197 -4.056 -3.998
24 H 5.530 -2.506 -4.812
25 H 4.497 -1.248 -2.787
26 H 5.821 -2.278 -2.472
27 H 3.563 -3.695 -2.273
28 C -2.026 -6.754 -2.532
29 C -0.634 -6.641 -1.872
30 O 0.427 -6.632 -2.822
31 H -1.959 -6.148 -3.435
32 H -2.831 -6.420 -1.877
33 H -2.235 -7.779 -2.838
34 H -0.462 -7.533 -1.270
35 H -0.596 -5.757 -1.234
36 H 0.581 -7.475 -3.254
37 O 1.911 2.559 -4.227
38 H 1.971 1.905 -4.923
39 H 1.350 2.154 -3.565
40 O 0.049 0.577 -0.709
41 H -0.462 0.900 0.034
42 H 0.501 -0.196 -0.371
43 C -1.502 2.673 4.936
44 C -2.211 1.340 4.932
45 C -3.343 1.194 5.979
46 O -2.786 1.298 7.256
47 C -3.591 0.764 8.283
48 N -2.748 1.139 3.605
49 H -0.778 2.822 4.134
50 H -0.922 2.714 5.858
51 H -2.235 3.478 4.881
52 H -1.554 0.486 5.095
53 H -3.719 0.185 5.813
54 H -4.069 1.996 5.842
55 H -4.589 1.201 8.247
56 H -3.006 0.982 9.176
57 H -3.706 -0.320 8.294
58 H -3.439 1.868 3.498
59 H -3.133 0.230 3.390

gap between HOMO and LUMO	9.55	eV
SMILES string	COC[C@H](C)N.CCO.CCO.CCO.CCO.O.O
energy above the lowest of the compared OMol25 structures with the same formula, charge and spin	5.07	kcal per mole
total charge	0

Atomic partial charges in e from the Löwdin method, atoms 1 to 8: -0.0898, -0.3177, -0.0972, 0.0699, 0.0687, 0.0740, 0.1079, 0.1091



> What is the energy above the lowest of the compared OMol25 structures with the same formula, charge and spin in the sixth record?

5.07 kcal per mole